Molecular formula: C20H17BClF4GeO2Rb
Method: DFT, ωB97M-V/def2-TZVPD

XYZ file:
```
47
Properties=species:S:1:pos:R:3:nbo_charge:R:1
F -0.222 4.358 0.378 -0.592
C -5.172 -2.674 -0.877 -0.144
H -6.555 -4.095 -1.703 0.190
C -5.214 3.034 0.974 -0.225
C 4.180 -0.021 4.044 -0.168
H -3.920 1.639 1.959 0.208
C -5.803 2.494 -1.286 -0.235
C -5.029 1.342 -1.212 -0.154
H -4.487 -2.303 2.409 0.205
H -6.322 2.732 -2.208 0.189
C -4.451 1.873 1.042 -0.219
C -4.344 1.004 -0.043 -0.396
H -1.657 -1.780 -1.502 0.191
C -6.105 -3.701 -0.798 -0.255
H -5.260 3.700 1.829 0.195
H -2.763 -0.531 1.554 -0.256
C -5.899 3.344 -0.191 -0.243
H 3.899 0.033 5.091 0.204
H -4.868 -2.278 -1.842 0.218
F 1.987 4.293 -0.232 -0.579
O 2.668 0.284 0.740 -0.727
H 1.816 0.480 4.691 0.079
C 5.830 -0.343 2.337 -0.209
C -4.939 -2.691 1.501 -0.207
H -6.492 4.250 -0.251 0.191
C 5.472 -0.290 3.698 -0.130
C -6.455 -4.229 0.439 -0.244
C 3.505 0.132 1.655 0.449
Ge -3.274 -0.660 0.066 1.268
C 3.192 0.205 3.067 -0.329
C -2.271 -0.878 -1.478 -1.410
O 0.874 0.832 2.956 -0.621
H -7.182 -5.032 0.500 0.188
Cl 6.706 -0.560 4.925 -0.084
C 1.874 0.523 3.581 0.435
H -6.133 -4.141 2.557 0.190
C -4.579 -2.146 0.271 -0.402
C 4.900 -0.141 1.363 -0.296
H 6.863 -0.543 2.073 0.204
F 0.368 3.659 -1.720 -0.585
H 5.173 -0.179 0.315 0.209
B 0.687 4.579 -0.693 1.336
Rb 0.370 1.570 0.415 0.968
H -1.727 0.001 -1.825 0.191
C -5.867 -3.725 1.591 -0.238
H -4.933 0.700 -2.082 0.209
F 0.591 5.895 -1.147 -0.571
```

highest occupied orbital energy = -0.96 eV
total energy = -3908.61710 Ha
Kohn-Sham gap = 4.94 eV
total charge = -2
molecular weight = 569.7 g/mol
energy relative to the best compared isomer or geometry (same formula, charge and spin) = 23.21 kcal/mol

---

Molecular formula: C20H17Cl5GeN6OS2Sc
Method: DFT, ωB97M-V/def2-TZVPD

XYZ file:
```
53
Properties=species:S:1:pos:R:3:lowdin_spin:R:1
N -0.827 -1.875 -0.120 0.003
C -0.514 -3.140 -0.418 0.000
C 3.471 0.450 1.024 0.005
C -0.652 2.951 -3.402 0.047
C 3.101 0.361 2.501 -0.001
C 2.157 2.526 -3.229 0.003
O -4.424 -0.395 -1.515 0.000
C -1.269 -3.915 -1.278 0.000
N -0.177 1.261 -0.321 0.359
Cl -2.369 2.976 -3.613 0.010
C 1.299 2.236 -2.197 0.061
H -3.011 -3.950 -2.527 0.000
Sc 0.559 -0.408 1.133 0.008
H 4.097 -1.683 0.843 0.000
H 0.360 -3.545 0.075 0.000
C -3.931 -1.330 -2.104 0.000
H -0.463 3.181 6.382 0.000
C -0.104 2.381 -2.257 0.042
Cl 1.053 -2.542 2.433 0.000
C -2.391 -3.357 -1.866 0.000
C -2.728 -2.047 -1.559 0.000
N -0.816 2.028 -1.095 0.330
C 0.642 1.217 4.445 0.000
C 1.620 -0.567 -1.265 0.010
C 0.216 3.386 -4.411 0.003
S -0.058 0.837 6.036 0.000
H 2.275 3.510 -5.114 0.004
H 1.042 -0.852 -2.129 0.000
H -3.862 -2.369 -3.889 0.000
H -1.502 2.112 7.362 0.000
H 3.847 0.329 3.291 0.000
H 3.219 2.315 -3.165 -0.001
Cl -1.524 -0.276 2.489 0.000
H -2.202 -0.342 -0.388 0.000
H -5.175 -1.280 -3.694 0.000
N 1.437 0.226 4.081 0.000
S 0.305 2.623 3.595 0.001
Ge -0.888 -2.139 3.896 0.000
H 4.474 0.883 0.947 0.001
H -0.986 -4.940 -1.465 0.000
H -1.860 2.386 5.634 0.000
C 1.617 3.174 -4.326 0.063
Cl 1.652 1.077 -0.862 0.032
N 1.857 0.373 2.771 0.000
C -1.927 -1.352 -0.664 0.002
C 2.400 1.395 0.496 0.018
C 3.439 -0.935 0.417 -0.003
C -1.071 2.281 6.374 0.000
H 2.732 -2.350 -0.942 0.001
N -4.434 -1.818 -3.275 0.000
C 2.662 -1.316 -0.617 0.003
H -0.220 3.865 -5.276 -0.001
Cl -2.147 -3.618 2.759 0.000
```

highest occupied orbital energy (spin up / spin down) = -7.00 / -7.00 eV
total energy = -7110.82271 Ha
Kohn-Sham gap (spin up / spin down) = 6.12 / 5.95 eV
2S+1 = 2
total charge = 0
molecular weight = 716.4 g/mol
energy relative to the best compared isomer or geometry (same formula, charge and spin) = 345.18 kcal/mol

---

Molecular formula: C20H17F2N6O2SSn
Method: DFT, ωB97M-V/def2-TZVPD

XYZ file:
```
49
Properties=species:S:1:pos:R:3:nbo_charge:R:1
H 3.187 4.509 3.402 0.240
H -5.453 1.850 -1.516 0.246
C -4.931 -0.212 -1.892 -0.119
C 1.590 4.561 1.968 -0.232
C 3.194 -1.726 -0.513 -0.237
C -1.569 -1.765 -1.126 0.627
F -0.823 1.833 -2.892 -0.350
N 1.086 2.503 0.894 -0.497
C 2.061 1.907 1.589 0.139
C -2.711 -0.781 -1.247 0.143
N -0.400 -1.150 -0.887 -0.762
C -3.931 -1.160 -1.781 -0.202
C 1.922 -1.186 -0.431 0.185
C 0.237 1.654 -2.070 0.297
H -4.056 -2.185 -2.099 0.265
H 1.238 -1.463 2.522 0.467
N -2.488 0.468 -0.825 -0.520
H 1.378 5.614 2.083 0.243
C 2.289 0.443 1.301 0.635
H -2.750 -1.558 1.839 0.434
C 0.847 3.803 1.083 0.061
H -3.232 2.377 -0.549 0.209
H 0.047 4.242 0.500 0.211
C 2.596 3.942 2.696 -0.122
S -0.876 0.382 2.251 -0.162
H 4.380 -3.298 -1.347 0.224
H 0.206 -3.423 -2.325 0.243
N 1.607 0.012 0.232 -0.794
O -1.820 -2.958 -1.217 -0.621
O 2.984 -0.219 2.068 -0.644
C 3.387 -2.877 -1.267 -0.205
H 0.442 -2.993 2.355 0.422
C -4.695 1.084 -1.449 -0.233
Sn -0.338 0.877 -0.110 1.707
H -5.890 -0.475 -2.320 0.242
H -1.894 -3.062 1.797 0.429
H 2.476 -4.362 -2.524 0.224
N 0.372 -1.985 2.375 -0.721
C -0.772 -1.388 2.156 0.416
C 2.317 -3.476 -1.925 -0.208
H 4.020 -1.252 -0.005 0.234
H 3.600 2.050 3.047 0.262
C 2.834 2.591 2.509 -0.196
C -3.459 1.383 -0.914 0.073
C 1.035 -2.948 -1.825 -0.217
C 0.835 -1.806 -1.064 0.072
N -1.881 -2.058 1.909 -0.738
F 0.913 2.820 -1.995 -0.344
H 0.885 0.864 -2.459 0.175
```

highest occupied orbital energy = -10.40 eV
total energy = -2063.46542 Ha
Kohn-Sham gap = 6.43 eV
total charge = +1
molecular weight = 562.2 g/mol
energy relative to the best compared isomer or geometry (same formula, charge and spin) = 0.00 kcal/mol

---

Molecular formula: C20H17F2NO5
Method: DFT, ωB97M-V/def2-TZVPD

XYZ file:
```
45
Properties=species:S:1:pos:R:3:nbo_charge:R:1
H -0.430 1.459 -2.108 0.229
H 2.972 0.650 -2.037 0.221
O -4.055 -1.319 -1.947 -0.590
C -4.726 -0.395 1.373 -0.207
H -6.603 -1.597 -1.099 0.241
C -2.094 0.566 -1.121 -0.268
H -2.596 0.310 -2.038 0.256
C -2.688 0.241 0.103 0.271
C 3.384 -3.792 -0.103 0.795
H 2.609 4.261 -0.972 0.220
C 4.558 -0.679 1.214 -0.252
C 3.912 1.181 -0.174 -0.187
C 3.404 0.292 -1.115 -0.170
C -0.798 1.207 1.242 -0.129
H -2.443 0.319 2.245 0.218
C -4.516 -1.111 -0.852 0.694
H 5.004 -1.084 2.108 0.233
H -5.693 -2.692 -0.057 0.232
O 4.132 -2.904 0.580 -0.488
C 3.466 -1.074 -0.900 -0.255
H -6.694 -1.298 1.661 0.221
C -5.838 -1.643 -0.327 -0.501
H 3.106 3.166 -2.291 0.217
C 4.029 -1.557 0.273 0.290
C -0.212 1.537 0.022 -0.205
O 1.543 2.503 -1.206 -0.507
H -6.678 0.115 0.597 0.212
C -0.875 1.204 -1.159 -0.136
C -2.019 0.570 1.286 -0.289
H -4.336 -1.143 2.074 0.189
O 4.658 3.395 0.182 -0.527
C 3.861 2.653 -0.336 0.575
N -3.933 -0.381 0.154 -0.459
F 3.382 -4.941 0.586 -0.324
H -0.276 1.461 2.152 0.237
H 4.904 1.378 1.703 0.239
H 3.094 -1.744 -1.659 0.223
C -6.126 -0.778 0.893 -0.404
F 3.916 -4.087 -1.318 -0.348
H -4.704 0.586 1.852 0.211
O 1.705 2.524 1.027 -0.590
C 4.505 0.678 0.986 -0.121
C 1.086 2.230 0.030 0.794
H 2.334 -3.481 -0.272 0.118
C 2.770 3.214 -1.252 -0.178
```

highest occupied orbital energy = -8.91 eV
total energy = -1403.07583 Ha
Kohn-Sham gap = 9.08 eV
SMILES string = O=C(COC(=O)c1ccc(N2CCCC2=O)cc1)c1ccc(OC(F)F)cc1
total charge = 0
molecular weight = 389.4 g/mol
energy relative to the best compared isomer or geometry (same formula, charge and spin) = 0.00 kcal/mol

---

Question: What is the energy relative to the best compared isomer or geometry (same formula, charge and spin) in the third record?
Answer: 0.00 kcal/mol